1.
Density functional theory data (ωB97M-V/def2-TZVPD) for C49H29CoN9 as an isolated structure at a distorted geometry.

The largest force on an atom comes out at 2.13 eV/Å. The net charge is -2. The LUMO energy (alpha / beta) is 4.57 / 4.57 eV. The multiplicity is 2. The highest occupied orbital energy (alpha / beta) is -0.34 / -0.34 eV. For the total energy, the calculation gives -3760.3992 hartree. The frontier orbital gap (alpha / beta) comes out at 0.180 / 0.180 Ha. The expectation value of S² is 0.76.

Element x y z (Å)
Co: -0.564 -0.493 -0.364
N: -0.889 -0.865 -2.235
N: -2.272 1.019 -2.848
N: 0.901 -2.129 2.138
N: 1.723 0.269 -0.749
N: -2.571 0.824 1.948
N: 0.433 -2.858 -2.588
N: 0.466 -2.172 -0.247
N: -0.283 -0.024 1.592
N: -2.084 0.746 -0.435
C: -3.900 1.942 0.218
C: 0.416 -1.208 5.039
C: 0.316 -1.041 2.438
C: -1.511 0.012 -3.097
C: 2.092 -0.104 -1.975
C: 1.723 -3.858 0.611
C: 4.106 -1.050 -1.198
C: -2.640 1.279 -1.547
C: -2.847 1.118 0.642
C: -1.422 -0.054 6.124
C: -1.233 0.002 3.760
C: 3.769 -0.627 0.064
C: -0.516 -1.598 -4.407
C: -0.466 -1.732 -6.775
C: -0.995 4.188 -0.027
C: -0.113 -2.275 -5.545
C: -3.760 2.065 -1.196
C: -1.470 0.322 2.345
C: -0.085 -0.768 3.827
C: 3.024 1.255 3.843
C: -5.799 3.398 0.142
C: -0.653 3.152 0.831
C: -1.201 -0.546 -6.855
C: 3.215 0.707 2.596
C: 1.180 4.075 -1.004
C: 2.478 -4.764 1.385
C: -4.939 2.633 0.882
C: 0.999 1.435 1.749
C: -0.284 -1.864 -2.971
C: 1.545 -4.093 -0.782
C: 1.507 3.029 -0.156
C: -5.667 3.507 -1.272
C: -1.603 0.126 -5.706
C: 2.284 0.766 1.549
C: 2.597 0.135 0.274
C: -1.241 -0.420 -4.486
C: 1.043 -2.660 0.891
C: -0.083 4.648 -0.962
C: -4.665 2.846 -1.936
C: 3.284 -0.727 -2.273
C: 0.861 2.009 3.089
C: -1.933 0.360 4.900
C: 1.803 1.920 4.064
C: 0.751 -3.026 -1.260
C: 0.579 2.509 0.746
C: 3.036 -5.853 0.768
C: 2.870 -6.079 -0.628
C: -0.259 -0.825 6.191
C: 2.133 -5.214 -1.397
H: -0.048 2.565 3.290
H: -6.602 3.937 0.636
H: 5.002 -1.643 -1.344
H: 0.459 -3.190 -5.463
H: -2.836 0.953 4.825
H: -6.370 4.124 -1.823
H: 2.610 -4.589 2.448
H: 1.364 0.085 -2.755
H: 0.122 -1.129 7.160
H: 3.504 -1.030 -3.288
H: -4.555 2.925 -3.012
H: 2.504 2.611 -0.192
H: 3.335 -6.948 -1.081
H: 1.921 4.436 -1.710
H: -1.930 0.225 7.041
H: 2.006 -5.374 -2.462
H: -5.042 2.553 1.959
H: 4.162 0.223 2.400
H: 3.621 -6.560 1.349
H: 3.792 1.209 4.604
H: -1.988 4.619 0.036
H: 1.603 2.395 5.020
H: -2.178 1.043 -5.744
H: -0.350 5.448 -1.644
H: -1.459 -0.145 -7.828
H: -0.164 -2.231 -7.689
H: 1.312 -1.814 5.077
H: 4.393 -0.910 0.897
H: -1.374 2.842 1.570

2.
Density functional theory data (ωB97M-V/def2-TZVPD) for the molecule C16H28N4OS at a distorted geometry.

The largest force on an atom comes out at 3.04 eV/Å. The LUMO energy is 0.53 eV. The highest occupied orbital energy is -7.71 eV. For the total energy, the calculation gives -1318.8787 hartree. The frontier orbital gap comes out at 0.303 Ha. Its SMILES is CCCN1CCN(c2ncc(CCN(C)C(=O)CC)s2)CC1.

Element x y z (Å)
S: -1.250 0.509 -0.924
O: -3.951 -6.006 -1.587
N: -1.211 0.760 1.698
N: 0.004 2.456 0.596
N: 2.611 3.744 0.580
N: -3.175 -3.895 -1.728
C: 0.553 3.034 1.864
C: -0.789 1.318 0.572
C: 3.894 4.481 0.580
C: 2.070 3.193 1.833
C: -1.984 -0.367 1.410
C: -1.941 -5.338 1.010
C: 5.389 2.351 0.784
C: 5.048 3.627 0.009
C: -3.124 -5.171 -1.194
C: -1.925 -5.725 -0.470
C: -4.148 -3.665 -2.784
C: -3.046 -1.765 -0.446
C: 0.552 2.966 -0.685
C: 1.630 4.061 -0.475
C: -2.147 -0.662 0.061
C: -2.314 -2.767 -1.323
H: 4.834 3.360 -0.998
H: 1.069 2.151 -1.215
H: 2.338 3.905 2.601
H: 4.164 4.764 1.600
H: 2.556 2.261 2.080
H: -0.236 3.383 -1.389
H: 2.097 4.296 -1.413
H: -3.477 -2.317 0.391
H: 1.150 4.985 -0.149
H: 6.301 1.926 0.335
H: -1.898 -6.803 -0.583
H: -1.969 -2.205 -2.209
H: 3.744 5.372 -0.044
H: 4.594 1.630 0.643
H: -5.160 -3.723 -2.409
H: -3.846 -1.304 -0.967
H: -1.019 -5.371 -0.954
H: 5.551 2.562 1.820
H: -4.008 -4.375 -3.615
H: 0.309 2.520 2.788
H: -2.513 -0.976 2.123
H: 0.122 4.059 1.977
H: -1.244 -5.946 1.566
H: -4.082 -2.677 -3.217
H: -1.722 -4.300 1.120
H: -2.895 -5.513 1.499
H: 5.912 4.274 0.005
H: -1.419 -3.076 -0.769

3.
Density functional theory data (ωB97M-V/def2-TZVPD) for the molecule C9H11NO at a distorted geometry.

The largest force on an atom comes out at 4.80 eV/Å. The LUMO energy is 0.27 eV. The highest occupied orbital energy is -8.97 eV. For the total energy, the calculation gives -479.4385 hartree. The frontier orbital gap comes out at 0.340 Ha. Its SMILES is C=C1OC(C)(C)C(C)=C1C#N.

Element x y z (Å)
O: 0.089 -1.487 0.272
N: -3.755 1.166 0.028
C: -0.119 0.827 0.057
C: -2.119 -2.353 -0.209
C: -2.674 0.838 -0.095
C: 1.939 -0.294 1.208
C: -1.269 -1.354 -0.006
C: 1.546 -0.425 -1.215
C: 0.011 2.362 0.045
C: 0.852 -0.283 0.072
C: -1.365 0.335 0.006
H: 2.294 -1.234 -1.256
H: 1.402 -0.121 2.270
H: -0.842 2.656 -0.510
H: 0.798 -0.627 -2.051
H: 2.569 -1.182 1.354
H: 0.857 2.762 -0.543
H: 2.086 0.574 -1.318
H: 0.109 2.908 0.907
H: 2.618 0.542 1.089
H: -1.853 -3.414 0.125
H: -3.173 -2.195 -0.230

4.
Density functional theory data (ωB97M-V/def2-TZVPD) for C16H40ClO8 as an isolated structure at a distorted geometry.

The largest force on an atom comes out at 17.50 eV/Å. The net charge is -1. The LUMO energy is 2.78 eV. The highest occupied orbital energy is -2.45 eV. For the total energy, the calculation gives -1695.0582 hartree. The frontier orbital gap comes out at 0.192 Ha.

Element x y z (Å)
Cl: 0.819 0.158 0.788
O: -1.883 1.284 -1.417
O: 0.505 5.771 3.948
O: -0.390 -6.433 0.666
O: 0.583 -4.338 1.820
O: -2.545 2.502 -3.668
O: 3.685 -0.756 -4.343
O: 2.483 -0.868 -1.119
O: -0.507 3.218 4.039
C: 1.040 -3.057 1.948
C: -0.667 -7.754 0.484
C: -0.845 5.352 4.195
C: -1.042 -5.820 1.818
C: -0.837 -4.609 1.862
C: 2.852 -1.109 -3.248
C: -0.668 0.667 -0.895
C: 2.881 -0.194 0.083
C: -1.114 4.345 3.449
C: 3.218 -0.350 -2.255
C: -3.445 3.271 -4.449
C: 0.854 6.866 4.759
C: -2.420 0.540 -2.468
C: -3.236 1.271 -3.263
C: -0.783 2.041 3.370
C: 3.450 -1.677 -5.447
H: -3.176 -0.249 -2.226
H: 4.077 -2.376 -5.131
H: 0.185 0.727 -1.475
H: 2.581 -2.075 -5.832
H: -1.057 5.236 5.228
H: -0.341 -8.407 1.438
H: -2.161 -5.949 1.792
H: -1.640 0.048 -3.105
H: 0.828 -2.419 0.852
H: -3.617 0.743 -4.069
H: 3.100 0.665 -2.560
H: -0.140 -8.187 -0.375
H: -0.170 1.072 3.725
H: -0.792 4.638 2.382
H: -4.339 3.523 -3.887
H: 0.614 7.717 4.121
H: 1.779 -0.948 -3.410
H: -0.334 1.285 0.143
H: -1.259 6.269 3.777
H: -0.399 2.393 2.266
H: 4.104 -0.053 0.181
H: 3.994 -1.221 -6.327
H: -1.863 2.019 3.415
H: -4.221 1.592 -2.761
H: -0.846 -0.307 -0.729
H: 4.270 -0.598 -2.145
H: 2.059 6.890 4.732
H: 2.995 -2.063 -2.839
H: -0.730 -6.319 2.707
H: -3.878 2.691 -5.345
H: 2.020 -3.171 2.518
H: -1.146 -3.918 1.072
H: 2.468 -0.720 0.934
H: 2.443 0.762 0.296
H: 0.128 -2.605 2.652
H: -2.966 4.168 -4.912
H: 0.468 6.837 5.777
H: -1.742 -7.916 0.229
H: -2.196 4.256 3.401
H: -1.088 -4.350 2.836

5.
Density functional theory data (ωB97M-V/def2-TZVPD) for the molecule C4H9F2N at a distorted geometry.

The largest force on an atom comes out at 2.66 eV/Å. The LUMO energy is 0.89 eV. The highest occupied orbital energy is -9.73 eV. For the total energy, the calculation gives -412.2826 hartree. The frontier orbital gap comes out at 0.390 Ha. Its SMILES is C[C@@H](N)C(C)(F)F.

Element x y z (Å)
F: -1.510 -0.230 -1.462
F: -1.935 -0.993 0.560
N: 1.081 0.698 -0.516
C: -1.235 -0.003 -0.071
C: 0.648 -1.712 -0.077
C: 0.199 -0.251 0.213
C: -1.655 1.402 0.369
H: -0.911 2.138 -0.086
H: 1.647 -1.714 0.339
H: -2.628 1.783 0.339
H: 0.306 0.145 1.309
H: 0.078 -2.463 0.470
H: -1.551 1.405 1.410
H: 0.729 -2.000 -1.123
H: 1.510 0.419 -1.376
H: 1.870 0.866 0.104

6.
Density functional theory data (ωB97M-V/def2-TZVPD) for the molecule C4H4O2 at a distorted geometry.

The largest force on an atom comes out at 1.55 eV/Å. The LUMO energy is 0.27 eV. The highest occupied orbital energy is -10.24 eV. For the total energy, the calculation gives -305.1630 hartree. The frontier orbital gap comes out at 0.386 Ha. Its SMILES is C#CCOC=O.

Element x y z (Å)
O: -0.920 -0.262 1.004
O: -1.218 0.236 -1.197
C: -1.578 -0.272 -0.166
C: 1.401 -0.640 0.502
C: 0.365 0.356 0.977
C: 1.696 -0.483 -0.667
H: 1.725 -0.127 -1.666
H: 0.602 0.730 1.961
H: -2.521 -0.819 -0.036
H: 0.318 1.191 0.267

7.
Density functional theory data (ωB97M-V/def2-TZVPD) for C24H60F8Li2N4O28S8 as an isolated structure at a distorted geometry.

The largest force on an atom comes out at 12.54 eV/Å. The net charge is -2. The LUMO energy is 1.04 eV. The highest occupied orbital energy is -5.14 eV. For the total energy, the calculation gives -7275.2164 hartree. The frontier orbital gap comes out at 0.227 Ha.

Element x y z (Å)
S: 4.846 5.553 -5.317
S: 7.600 -0.375 -4.483
S: 0.356 0.798 -0.908
S: 7.003 -1.640 -2.476
S: 0.307 0.303 -3.227
S: 5.759 5.910 -3.134
S: 7.259 2.122 5.163
S: 5.746 1.374 3.611
F: 5.449 -1.730 -2.011
F: 4.996 6.063 -1.700
F: 7.921 1.193 -4.810
F: 5.273 -0.127 3.275
F: 1.372 0.504 -4.448
F: 8.882 1.980 5.266
F: 0.746 2.202 -0.080
F: 4.066 4.385 -6.066
O: 7.677 -1.629 -1.197
O: 6.863 1.905 6.556
O: 7.204 -2.797 -3.389
O: 6.907 5.110 -2.770
O: -3.734 -0.335 6.069
O: 0.049 -6.351 4.400
O: 7.440 -0.290 -13.585
O: -5.717 -5.273 1.478
O: -5.641 -2.859 7.898
O: 6.015 1.817 2.237
O: 7.208 3.481 4.551
O: 6.734 -0.632 -5.647
O: -6.435 -7.651 2.893
O: 8.966 -0.833 -4.403
O: -0.337 6.025 -4.523
O: 6.201 5.400 -5.785
O: -7.526 5.708 5.505
O: 4.587 1.906 4.370
O: 4.043 6.687 -5.743
O: 0.564 6.943 -2.097
O: 1.153 -0.211 -0.245
O: -1.094 0.598 -0.767
O: 0.648 -1.080 -2.920
O: 5.929 7.301 -3.521
O: -0.936 0.601 -3.924
O: -0.162 -9.214 6.496
O: 4.906 0.182 -11.775
O: -5.211 4.964 3.369
N: 4.521 5.063 -3.883
N: 0.971 1.394 -2.366
N: 6.910 -0.020 -3.171
N: 7.220 0.921 4.376
C: -6.941 -3.360 7.712
C: -2.378 -0.266 5.695
C: 1.263 -5.917 3.876
C: 3.768 -0.144 -11.001
C: 0.162 7.877 -3.110
C: 0.063 7.287 -0.834
C: -1.181 5.307 -5.443
C: 5.031 -0.676 -12.904
C: -5.478 -1.603 7.180
C: -8.296 4.515 5.648
C: 0.183 -8.409 5.351
C: -6.088 5.651 5.585
C: -3.986 -1.556 6.804
C: -4.526 4.058 2.580
C: -4.705 -6.119 2.034
C: -7.201 -8.117 3.967
C: 6.047 -0.190 -14.044
C: 0.134 -6.960 5.704
C: -5.357 4.563 4.781
C: -5.288 -7.023 3.143
C: -0.880 7.169 -4.029
C: -1.595 -9.400 6.720
C: 7.722 0.592 -12.506
C: -5.206 -4.328 0.485
Li: 4.179 2.075 -2.766
Li: 1.513 4.555 -3.024
H: -7.993 -8.590 3.387
H: -5.725 6.644 5.319
H: -5.394 -6.393 4.026
H: -1.277 6.019 -6.263
H: -5.747 5.538 6.614
H: -3.594 3.833 3.099
H: 8.765 0.575 -12.188
H: -1.874 -1.032 5.105
H: 0.063 6.317 -0.337
H: -2.060 -8.432 6.907
H: -0.337 -8.679 4.432
H: 1.849 -6.767 3.525
H: -3.687 -2.462 6.276
H: -8.206 3.975 4.705
H: -0.977 7.613 -0.834
H: -2.096 -9.912 5.899
H: 1.126 -5.259 3.018
H: -6.042 -3.788 0.042
H: -7.142 -3.632 6.676
H: -1.844 -10.074 7.540
H: -9.368 4.662 5.782
H: 7.176 0.312 -11.604
H: -7.548 -7.267 4.556
H: 5.454 -1.616 -12.549
H: -5.104 3.192 2.257
H: -6.791 -8.784 4.725
H: -3.959 -5.474 2.498
H: 3.728 -1.213 -10.791
H: -4.594 -3.540 0.924
H: 1.211 -8.639 5.072
H: -5.836 3.615 5.028
H: -2.140 5.012 -5.019
H: -7.862 3.751 6.292
H: -4.230 4.553 1.656
H: 0.926 8.272 -3.779
H: 4.053 -0.821 -13.363
H: -1.390 7.716 -4.821
H: 2.848 0.282 -11.402
H: -1.878 -0.361 6.659
H: 3.941 0.302 -10.022
H: -4.361 4.326 5.155
H: -0.695 -6.680 6.353
H: -1.705 6.891 -3.374
H: -3.492 -1.460 7.771
H: -4.144 -6.608 1.238
H: -4.590 -4.842 -0.253
H: -0.795 4.367 -5.837
H: -7.080 -4.356 8.131
H: -2.100 0.744 5.394
H: -4.477 -7.710 3.388
H: 5.811 0.841 -14.307
H: -0.524 8.672 -2.817
H: -5.742 -0.831 7.903
H: 7.359 1.606 -12.675
H: 1.054 -6.671 6.213
H: 5.949 -0.993 -14.775
H: 1.886 -5.371 4.585
H: -6.064 -1.675 6.264
H: 0.509 8.042 -0.188
H: -7.707 -2.656 8.039

8.
Density functional theory data (ωB97M-V/def2-TZVPD) for the molecule C4H8O2.

The largest force on an atom comes out at 0.87 eV/Å. The LUMO energy is 0.50 eV. The highest occupied orbital energy is -8.88 eV. For the total energy, the calculation gives -307.5387 hartree. The frontier orbital gap comes out at 0.345 Ha.

Element x y z (Å)
O: -2.019 0.452 -0.403
O: 0.536 1.241 1.032
C: 1.383 0.556 0.084
C: 0.420 -0.244 -0.824
C: -0.177 0.457 1.778
C: -1.078 -0.599 -0.432
H: 0.896 -1.197 -1.080
H: -1.207 -1.260 0.442
H: 1.958 1.314 -0.464
H: 0.279 -0.570 1.689
H: -1.361 -1.202 -1.292
H: 0.291 0.330 -1.741
H: -2.088 0.799 0.499
H: 2.099 -0.056 0.651

Please write out number 2 again, unchanged.
Density functional theory data (ωB97M-V/def2-TZVPD) for the molecule C16H28N4OS at a distorted geometry.

The largest force on an atom comes out at 3.04 eV/Å. The LUMO energy is 0.53 eV. The highest occupied orbital energy is -7.71 eV. For the total energy, the calculation gives -1318.8787 hartree. The frontier orbital gap comes out at 0.303 Ha. Its SMILES is CCCN1CCN(c2ncc(CCN(C)C(=O)CC)s2)CC1.

Element x y z (Å)
S: -1.250 0.509 -0.924
O: -3.951 -6.006 -1.587
N: -1.211 0.760 1.698
N: 0.004 2.456 0.596
N: 2.611 3.744 0.580
N: -3.175 -3.895 -1.728
C: 0.553 3.034 1.864
C: -0.789 1.318 0.572
C: 3.894 4.481 0.580
C: 2.070 3.193 1.833
C: -1.984 -0.367 1.410
C: -1.941 -5.338 1.010
C: 5.389 2.351 0.784
C: 5.048 3.627 0.009
C: -3.124 -5.171 -1.194
C: -1.925 -5.725 -0.470
C: -4.148 -3.665 -2.784
C: -3.046 -1.765 -0.446
C: 0.552 2.966 -0.685
C: 1.630 4.061 -0.475
C: -2.147 -0.662 0.061
C: -2.314 -2.767 -1.323
H: 4.834 3.360 -0.998
H: 1.069 2.151 -1.215
H: 2.338 3.905 2.601
H: 4.164 4.764 1.600
H: 2.556 2.261 2.080
H: -0.236 3.383 -1.389
H: 2.097 4.296 -1.413
H: -3.477 -2.317 0.391
H: 1.150 4.985 -0.149
H: 6.301 1.926 0.335
H: -1.898 -6.803 -0.583
H: -1.969 -2.205 -2.209
H: 3.744 5.372 -0.044
H: 4.594 1.630 0.643
H: -5.160 -3.723 -2.409
H: -3.846 -1.304 -0.967
H: -1.019 -5.371 -0.954
H: 5.551 2.562 1.820
H: -4.008 -4.375 -3.615
H: 0.309 2.520 2.788
H: -2.513 -0.976 2.123
H: 0.122 4.059 1.977
H: -1.244 -5.946 1.566
H: -4.082 -2.677 -3.217
H: -1.722 -4.300 1.120
H: -2.895 -5.513 1.499
H: 5.912 4.274 0.005
H: -1.419 -3.076 -0.769